Entry from OMol25: a cluster of 2 separate species, C4H7NO2 in total at a distorted geometry (the ωB97M-V functional and the def2-TZVPD basis).

Computed properties:
- Electronic energy: -361.79086 a.u.
- Total charge: 0
- HOMO energy: -0.310 hartree
- Frontier orbital gap: 0.336 hartree
- SMILES: CC(=O)O.C=C=N
- LUMO: 0.69 eV

Positions of all 14 atoms, in Å:
C: 1.010 -2.315 -0.952
C: 1.091 -0.779 -0.996
O: 0.249 -0.100 -0.508
O: 2.283 -0.346 -1.452
H: 0.161 -2.519 -0.278
H: 1.952 -2.634 -0.528
H: 0.736 -3.007 -1.838
H: 2.376 0.608 -1.701
C: -2.016 1.576 0.634
C: -1.803 2.590 1.437
N: -1.456 3.368 2.314
H: -2.191 1.826 -0.376
H: -1.961 0.579 0.925
H: -2.023 3.870 2.977